# 1
A 2-piece molecular cluster, F2NOP overall at a distorted geometry, computed with ωB97M-V/def2-TZVPD.

Results
* HOMO energy (alpha / beta): -10.532 / -10.533 eV
* multiplicity: 1
* ΔE to the lowest compared entry with this formula, charge and spin: 61.61 kcal/mol
* net charge: 0

Geometry (Å):
N: -0.243 -0.178 -0.295
O: -1.106 0.094 -1.035
F: 0.682 1.881 0.594
F: -0.276 -1.965 -0.016
P: 0.944 0.168 0.753

Want to see where the charge sits? The natural (NBO) charges in e are:
1. N 0.028
2. O -0.165
3. F -0.579
4. F -0.493
5. P 1.208


# 2
An isolated molecule of C13H23NO2, computed with ωB97M-V/def2-TZVPD.

Results
* structure (SMILES): O=C(CC1CCCCC1)NC[C@@H]1CCCO1
* HOMO energy: -9.408 eV
* multiplicity: 1
* ΔE to the lowest compared entry with this formula, charge and spin: 1.84 kcal/mol
* net charge: 0

Geometry (Å):
O: 1.137 -0.869 2.956
C: 0.949 0.034 2.170
C: -0.295 0.906 2.185
C: -1.181 0.687 0.951
C: -2.464 1.511 1.071
C: -3.370 1.295 -0.138
C: -3.715 -0.183 -0.284
C: -2.441 -1.011 -0.420
C: -1.522 -0.794 0.779
N: 1.855 0.382 1.223
C: 3.009 -0.433 0.941
C: 3.017 -0.958 -0.505
C: 3.320 0.126 -1.553
C: 2.437 -0.290 -2.727
C: 1.235 -0.882 -1.994
O: 1.754 -1.519 -0.844
H: 0.001 1.956 2.249
H: -0.859 0.652 3.084
H: -0.642 1.025 0.056
H: -2.217 2.572 1.166
H: -2.997 1.211 1.976
H: -4.283 1.884 -0.025
H: -2.861 1.639 -1.042
H: -4.354 -0.333 -1.157
H: -4.270 -0.513 0.598
H: -2.691 -2.070 -0.502
H: -1.920 -0.722 -1.336
H: -0.605 -1.372 0.646
H: -2.013 -1.153 1.685
H: 1.612 1.098 0.558
H: 2.958 -1.271 1.640
H: 3.933 0.130 1.118
H: 3.765 -1.763 -0.565
H: 4.377 0.159 -1.805
H: 3.022 1.109 -1.184
H: 2.164 0.539 -3.377
H: 2.931 -1.060 -3.318
H: 0.691 -1.630 -2.575
H: 0.533 -0.087 -1.701

Want to see where the charge sits? The natural (NBO) charges in e are:
1. O -0.623
2. C 0.692
3. C -0.484
4. C -0.200
5. C -0.395
6. C -0.393
7. C -0.396
8. C -0.392
9. C -0.415
10. N -0.625
11. C -0.245
12. C 0.092
13. C -0.430
14. C -0.429
15. C -0.062
16. O -0.531
17. H 0.215
18. H 0.229
19. H 0.182
20. H 0.203
21. H 0.197
22. H 0.207
23. H 0.190
24. H 0.205
25. H 0.194
26. H 0.210
27. H 0.188
28. H 0.229
29. H 0.202
30. H 0.385
31. H 0.247
32. H 0.191
33. H 0.180
34. H 0.225
35. H 0.190
36. H 0.216
37. H 0.207
38. H 0.193
39. H 0.153


# 3
An isolated molecule of C18H19ClN4O2 at a distorted geometry, computed with ωB97M-V/def2-TZVPD.

Results
* structure (SMILES): O=[N+]([O-])c1ccccc1/C=N/N1CCN(Cc2ccccc2Cl)CC1
* HOMO energy: -7.845 eV
* multiplicity: 1
* ΔE to the lowest compared entry with this formula, charge and spin: 92.04 kcal/mol
* net charge: 0

Geometry (Å):
O: 3.331 2.872 -0.028
N: 4.474 2.594 0.289
O: 5.243 3.391 0.794
C: 4.962 1.271 0.046
C: 6.344 1.147 -0.096
C: 6.917 -0.073 -0.371
C: 6.101 -1.195 -0.496
C: 4.741 -1.085 -0.332
C: 4.120 0.145 -0.056
C: 2.698 0.183 0.161
N: 2.009 -0.888 -0.041
N: 0.728 -0.970 0.181
C: -0.122 0.137 0.580
C: -1.534 -0.390 0.838
N: -2.132 -1.055 -0.310
C: -2.991 -0.190 -1.102
C: -4.199 0.234 -0.312
C: -4.856 -0.702 0.481
C: -5.970 -0.359 1.222
C: -6.455 0.938 1.181
C: -5.821 1.885 0.398
C: -4.702 1.530 -0.341
Cl: -3.945 2.754 -1.309
C: -1.149 -1.741 -1.138
C: 0.057 -2.155 -0.302
H: 6.947 2.038 0.000
H: 7.986 -0.157 -0.492
H: 6.540 -2.156 -0.716
H: 4.102 -1.951 -0.409
H: 2.251 1.116 0.485
H: 0.275 0.590 1.494
H: -0.133 0.907 -0.204
H: -2.180 0.434 1.143
H: -1.498 -1.104 1.668
H: -2.455 0.694 -1.482
H: -3.329 -0.770 -1.968
H: -4.462 -1.706 0.507
H: -6.463 -1.102 1.830
H: -7.324 1.216 1.757
H: -6.187 2.899 0.356
H: -0.795 -1.100 -1.963
H: -1.624 -2.625 -1.577
H: -0.269 -2.781 0.536
H: 0.771 -2.720 -0.903

Want to see where the charge sits? The natural (NBO) charges in e are:
1. O -0.390
2. N 0.514
3. O -0.383
4. C 0.067
5. C -0.192
6. C -0.230
7. C -0.174
8. C -0.195
9. C -0.038
10. C -0.101
11. N -0.174
12. N -0.210
13. C -0.270
14. C -0.233
15. N -0.448
16. C -0.243
17. C -0.087
18. C -0.136
19. C -0.229
20. C -0.201
21. C -0.228
22. C -0.024
23. Cl -0.002
24. C -0.222
25. C -0.222
26. H 0.244
27. H 0.220
28. H 0.216
29. H 0.235
30. H 0.204
31. H 0.214
32. H 0.197
33. H 0.225
34. H 0.199
35. H 0.193
36. H 0.217
37. H 0.221
38. H 0.216
39. H 0.218
40. H 0.228
41. H 0.173
42. H 0.204
43. H 0.191
44. H 0.234


# 4
A 3-piece molecular cluster, C3H10O3 overall, computed with ωB97M-V/def2-TZVPD.

Results
* structure (SMILES): C/C=C/O.O.O
* HOMO energy: -8.547 eV
* multiplicity: 1
* ΔE to the lowest compared entry with this formula, charge and spin: 6.27 kcal/mol
* net charge: 0

Geometry (Å):
C: -1.410 -2.029 -0.206
C: -0.198 -1.543 0.543
C: 0.649 -0.669 0.009
O: 1.706 -0.195 0.720
H: -2.349 -1.888 0.334
H: -1.483 -1.497 -1.157
H: -1.344 -3.080 -0.470
H: 0.006 -1.946 1.532
H: 0.596 -0.332 -1.023
H: 2.028 0.615 0.291
O: -0.898 1.952 0.192
H: -0.981 2.198 1.121
H: -1.140 1.013 0.196
O: 1.775 2.172 -0.863
H: 2.219 2.964 -0.553
H: 0.822 2.266 -0.666

Want to see where the charge sits? The natural (NBO) charges in e are:
1. C -0.632
2. C -0.308
3. C 0.122
4. O -0.708
5. H 0.208
6. H 0.204
7. H 0.212
8. H 0.210
9. H 0.171
10. H 0.508
11. O -0.961
12. H 0.481
13. H 0.491
14. O -0.981
15. H 0.478
16. H 0.508